(1)
The following is a DFT calculation (ωB97M-V with the def2-TZVPD basis set) of a molecular structure, C19H48N2O13P2S4Si2 at a distorted geometry.

2S+1	1

Element x y z (Å)
1 N 1.12 -0.83 -0.58
2 P 1.63 -2.12 0.17
3 Si 2.18 -3.66 -1.39
4 O 1.64 -3.11 -2.84
5 Si 0.46 -3.96 -3.67
6 C -1.22 -3.17 -3.38
7 C -1.53 -2.80 -1.95
8 O -2.67 -1.92 -1.92
9 C -1.94 -3.97 -1.03
10 N -2.01 -5.25 -1.70
11 P 4.41 -3.85 -1.30
12 O 4.74 -4.54 -0.07
13 O 4.99 -4.56 -2.60
14 O 5.08 -2.41 -1.38
15 H 1.64 0.00 -0.34
16 H 0.65 -2.74 0.99
17 H 2.75 -1.86 0.99
18 H 1.62 -4.97 -1.03
19 H 0.44 -5.36 -3.21
20 H 0.74 -3.99 -5.12
21 H -1.20 -2.24 -3.93
22 H -2.01 -3.75 -3.83
23 H -0.71 -2.25 -1.50
24 H -2.52 -1.22 -2.58
25 H -1.25 -4.01 -0.20
26 H -2.90 -3.69 -0.61
27 H -2.64 -5.25 -2.48
28 H -2.24 -5.99 -1.06
29 H 4.71 -5.49 -2.57
30 H 5.72 -2.43 -2.11
31 C 3.63 3.82 -2.71
32 C 4.12 4.00 -1.26
33 C 2.87 4.17 -0.39
34 S 1.55 3.28 -1.21
35 O 0.55 4.23 -1.62
36 O 1.19 2.12 -0.45
37 C 2.50 2.79 -2.65
38 H 4.43 3.49 -3.37
39 H 3.25 4.77 -3.10
40 H 4.67 3.12 -0.95
41 H 4.78 4.86 -1.16
42 H 3.01 3.74 0.60
43 H 2.57 5.21 -0.30
44 H 1.86 2.79 -3.52
45 H 2.88 1.79 -2.46
46 C -6.39 -5.38 0.32
47 C -5.24 -6.21 0.90
48 C -5.34 -7.62 0.30
49 S -6.12 -7.42 -1.31
50 O -7.40 -8.07 -1.29
51 O -5.16 -7.68 -2.35
52 C -6.38 -5.65 -1.18
53 H -6.27 -4.32 0.53
54 H -7.34 -5.70 0.75
55 H -4.29 -5.75 0.63
56 H -5.28 -6.25 1.99
57 H -4.37 -8.08 0.15
58 H -5.98 -8.27 0.89
59 H -7.31 -5.39 -1.68
60 H -5.54 -5.16 -1.67
61 C 3.45 6.64 4.46
62 C 4.78 6.10 5.00
63 C 4.93 4.66 4.52
64 S 4.01 4.55 2.97
65 O 2.89 3.66 3.15
66 O 4.94 4.38 1.88
67 C 3.41 6.24 2.98
68 H 3.37 7.72 4.57
69 H 2.62 6.18 4.99
70 H 5.60 6.71 4.61
71 H 4.82 6.16 6.09
72 H 5.96 4.38 4.33
73 H 4.47 3.95 5.21
74 H 2.41 6.27 2.55
75 H 4.10 6.84 2.39
76 C -2.11 3.07 0.48
77 C -3.22 4.11 0.29
78 C -3.64 4.60 1.68
79 S -2.19 4.42 2.73
80 O -2.47 3.43 3.74
81 O -1.68 5.72 3.08
82 C -1.14 3.68 1.48
83 H -1.61 2.83 -0.45
84 H -2.53 2.14 0.89
85 H -2.84 4.95 -0.30
86 H -4.08 3.70 -0.25
87 H -3.94 5.64 1.69
88 H -4.43 3.99 2.11
89 H -0.48 2.95 1.94
90 H -0.56 4.48 1.03

(2)
The following is a DFT calculation (ωB97M-V with the def2-TZVPD basis set) of 3 unconnected molecules or ions with the total composition C19H48N6O4P2 at a distorted geometry.

SMILES	CN(C)P(=O)(N(C)C)N(C)C.CN(C)P(=O)(N(C)C)N(C)C.C#CC[C@H](COC)OC
2S+1	1

Element x y z (Å)
1 C 0.21 -1.96 -2.09
2 C -0.33 -0.94 -1.75
3 C -0.95 0.35 -1.33
4 C -2.50 0.42 -1.54
5 C -3.13 -0.85 -2.11
6 O -4.55 -0.67 -2.13
7 C -5.22 -1.68 -1.42
8 O -2.74 1.45 -2.52
9 C -2.82 2.73 -1.88
10 H 0.98 -2.65 -2.42
11 H -0.48 1.12 -1.95
12 H -0.68 0.60 -0.29
13 H -2.99 0.78 -0.62
14 H -2.80 -1.78 -1.63
15 H -2.81 -0.91 -3.17
16 H -4.84 -1.85 -0.40
17 H -6.27 -1.35 -1.31
18 H -5.26 -2.62 -2.00
19 H -3.86 2.88 -1.58
20 H -2.17 2.77 -0.99
21 H -2.50 3.46 -2.64
22 O 2.62 -4.56 -2.09
23 P 3.50 -5.58 -1.38
24 N 3.77 -6.59 -2.75
25 C 3.84 -8.03 -2.77
26 C 4.72 -6.03 -3.70
27 N 2.23 -6.17 -0.35
28 C 1.17 -6.99 -0.91
29 C 1.65 -5.10 0.46
30 N 4.72 -6.46 -0.40
31 C 4.37 -7.51 0.55
32 C 5.66 -5.52 0.25
33 H 4.79 -8.42 -2.38
34 H 3.73 -8.39 -3.79
35 H 3.02 -8.50 -2.21
36 H 5.76 -6.19 -3.36
37 H 4.56 -4.96 -3.83
38 H 4.60 -6.49 -4.68
39 H 0.77 -6.59 -1.85
40 H 0.34 -7.07 -0.20
41 H 1.50 -8.01 -1.07
42 H 0.95 -4.48 -0.11
43 H 2.43 -4.44 0.85
44 H 1.12 -5.52 1.32
45 H 3.86 -7.13 1.44
46 H 5.30 -8.00 0.88
47 H 3.76 -8.29 0.10
48 H 5.17 -4.97 1.06
49 H 6.03 -4.80 -0.48
50 H 6.52 -6.05 0.66
51 O -1.39 5.41 0.22
52 P -1.20 5.99 1.62
53 N -2.24 4.88 2.43
54 C -3.14 5.16 3.52
55 C -1.65 3.56 2.60
56 N -1.98 7.50 1.26
57 C -3.43 7.54 1.08
58 C -1.34 8.20 0.15
59 N -0.59 6.67 3.17
60 C -1.11 7.88 3.77
61 C 0.88 6.73 3.17
62 H -2.62 5.28 4.49
63 H -3.85 4.35 3.64
64 H -3.74 6.05 3.35
65 H -0.94 3.54 3.45
66 H -1.10 3.26 1.71
67 H -2.42 2.80 2.78
68 H -3.81 6.73 0.45
69 H -3.74 8.49 0.64
70 H -3.94 7.51 2.05
71 H -1.63 7.77 -0.82
72 H -0.25 8.13 0.23
73 H -1.61 9.26 0.16
74 H -0.84 8.79 3.21
75 H -0.70 7.98 4.78
76 H -2.19 7.86 3.88
77 H 1.26 7.50 2.50
78 H 1.30 5.77 2.85
79 H 1.26 6.91 4.18

Values for molecular weight, g mol⁻¹, ordered as above
758.98; 486.58
Values for DFT total energy, eV, ordered as above
-127754.852; -56181.825